Formula: C45H108O27S3
Source: the Open Molecules 2025 dataset
Level of theory: ωB97M-V with the def2-TZVPD basis set

Geometry as XYZ:
```
183
Properties=species:S:1:pos:R:3:forces:R:3
O 0.8489 0.8650 1.0911 -0.5 -0.2 -0.5
S 0.0941 0.7987 -0.1375 0.6 0.1 -0.4
O -0.1473 2.0261 -0.8687 0.2 -1.1 0.4
O 0.9154 -0.1885 -1.1448 -1.0 1.7 0.5
C 1.4551 -1.3967 -0.6164 0.2 0.9 -1.0
C 1.9966 -2.1517 -1.8052 0.2 -0.7 0.5
C -1.4659 -0.0461 0.0744 0.4 0.1 0.2
H 0.6800 -1.9912 -0.1183 0.8 4.9 -2.5
H 2.2284 -1.2137 0.1329 -0.8 0.7 -0.2
H 1.2392 -2.3103 -2.5694 -0.1 0.3 -0.1
H 2.3541 -3.1493 -1.5291 -0.7 0.6 0.4
H 2.8936 -1.6824 -2.2117 -0.3 0.3 -0.1
H -2.0840 0.1771 -0.7908 0.0 -0.1 -0.1
H -1.9178 0.2873 1.0095 0.0 0.2 0.0
H -1.2922 -1.1134 0.1903 0.1 0.2 -0.2
O -1.3964 4.2675 -4.6116 -0.9 -0.1 -0.4
S -2.7336 3.7985 -4.3868 -0.5 -0.6 1.3
O -3.8945 4.6700 -4.3711 1.3 -0.7 -0.1
O -3.0055 2.6063 -5.4196 0.4 0.4 -0.3
C -4.3319 2.2832 -5.8471 -1.1 -0.3 -0.4
C -4.9914 1.3080 -4.8697 0.4 0.8 0.4
C -2.6514 2.8605 -2.8380 0.2 0.2 0.0
H -4.2743 1.9163 -6.8721 0.5 -0.3 0.1
H -4.9435 3.1808 -5.9482 0.2 0.2 0.3
H -5.1320 1.9030 -3.9652 -0.2 -0.3 0.2
H -4.3485 0.4670 -4.6117 0.0 0.0 -0.2
H -5.9762 0.9502 -5.1616 0.1 0.1 -0.3
H -2.1106 1.9176 -2.9197 0.1 0.1 -0.6
H -3.6303 2.6248 -2.4294 -0.1 0.4 -0.1
H -2.0491 3.4651 -2.1615 -0.3 0.1 0.1
O 2.5945 -5.3655 -1.2228 0.4 0.0 -0.4
S 3.5381 -5.3318 -2.3058 0.5 0.2 0.0
O 3.1668 -5.7766 -3.6199 0.2 0.2 0.6
O 4.0434 -3.7931 -2.3622 0.0 -1.1 -0.4
C 4.7756 -3.3325 -3.5147 1.1 -0.8 -0.7
C 6.1826 -2.9180 -3.0953 -0.5 0.4 -0.7
C 5.0391 -6.1731 -1.7811 -0.7 -0.1 -0.5
H 4.2665 -2.5764 -4.1123 -0.5 0.4 0.8
H 4.8555 -4.1439 -4.2438 0.0 -0.2 0.2
H 6.6896 -2.6114 -4.0142 0.2 -0.2 0.0
H 6.7096 -3.7581 -2.6499 0.1 0.1 0.1
H 6.1853 -2.0282 -2.4680 -0.1 -0.2 0.3
H 5.3761 -5.6893 -0.8703 0.2 0.0 -0.1
H 5.7468 -6.1668 -2.6078 0.1 0.4 0.1
H 4.7900 -7.2206 -1.6169 -0.2 0.1 0.2
C 4.4008 -1.9550 0.3033 0.9 -0.3 0.4
O 4.7884 -0.8324 -0.4537 0.1 -1.0 0.1
C 6.0794 -0.3359 -0.1260 -0.3 0.1 -0.1
C 6.4591 0.8484 -1.0280 0.6 -0.4 0.8
O 5.6440 1.9927 -0.8915 0.0 -0.8 -0.4
C 4.2837 1.5638 -0.9778 -0.7 1.6 0.9
C 3.3209 2.7036 -1.2755 0.2 0.2 -1.6
O 3.3662 3.8832 -0.5092 0.2 -0.2 0.9
C 3.2093 3.6922 0.8820 0.0 -0.7 0.3
H 4.9060 -2.8597 -0.0513 0.0 -0.1 -0.1
H 3.3237 -2.0861 0.2440 1.0 -0.3 0.0
H 4.6787 -1.8383 1.3575 -0.1 0.1 0.1
H 6.8104 -1.1502 -0.2019 0.2 0.1 -0.3
H 6.1169 -0.0226 0.9237 -0.2 0.1 0.1
H 6.5636 0.5293 -2.0681 -0.3 0.0 -0.2
H 7.4669 1.0943 -0.6873 0.0 0.3 -0.1
H 4.0197 1.1480 -0.0015 -0.2 0.1 -0.1
H 4.1406 0.7533 -1.6927 0.0 0.4 -0.3
H 2.3355 2.2306 -1.3506 -0.3 0.2 0.5
H 3.4608 3.1359 -2.2708 0.3 -0.5 -0.2
H 2.1898 3.3743 1.1240 -0.1 0.2 0.0
H 3.4897 4.5900 1.4283 -0.2 0.2 -0.3
H 3.8501 2.8963 1.2783 0.2 0.0 -0.2
C -1.6263 1.8025 9.1818 -0.4 -0.9 0.3
O -1.6025 1.1925 7.9095 0.2 0.6 -0.1
C -0.2852 1.1897 7.3810 -0.7 -0.2 -0.4
C -0.3253 0.7545 5.9343 1.1 -0.4 0.0
O -0.9651 1.7052 5.1365 -0.6 0.2 0.1
C -0.8162 1.4267 3.7674 -0.3 -0.2 -1.1
C -1.6446 2.3703 2.9185 0.8 1.2 1.6
O -2.9902 1.9880 2.9311 -0.1 -0.2 -0.8
C -3.8031 2.7615 2.0507 1.0 0.0 0.7
H -2.6087 1.6376 9.6274 -0.1 0.1 -0.3
H -1.4385 2.8775 9.1562 0.3 0.0 -0.1
H -0.9406 1.2506 9.8369 0.3 0.5 0.1
H 0.3077 0.4850 7.9723 0.3 0.0 -0.1
H 0.1786 2.1804 7.4050 -0.1 0.1 0.2
H -0.7110 -0.2664 5.8124 -0.5 0.2 0.0
H 0.7248 0.6753 5.6017 0.1 0.0 0.1
H -1.1796 0.4225 3.5091 0.5 -0.2 0.3
H 0.2268 1.5783 3.4697 0.1 -0.4 0.0
H -1.2199 2.5579 1.9271 -0.2 -0.6 -0.3
H -1.4600 3.3257 3.4448 -0.6 0.3 -0.2
H -4.6953 2.1691 1.8802 -0.3 0.3 0.0
H -3.2900 2.9680 1.1046 0.0 -0.2 -0.1
H -3.9616 3.7282 2.5358 -0.6 0.1 -0.2
C 2.0793 0.1428 -4.0900 0.9 0.2 -0.6
O 1.7398 0.9390 -5.2107 -0.5 0.0 0.3
C 0.3441 1.3222 -5.1919 1.6 -0.1 0.4
C -0.5698 0.1575 -5.4849 -0.2 0.6 -1.0
O -0.8749 -0.5697 -4.3235 -0.6 -0.2 0.8
C -1.7972 -1.6019 -4.6231 0.4 -0.3 -0.4
C -1.9703 -2.6134 -3.5209 0.7 0.1 1.1
O -2.7698 -2.1539 -2.4399 -0.2 0.4 -0.5
C -3.2333 -3.1804 -1.6006 0.1 0.0 0.0
H 3.1699 0.0347 -4.0571 0.0 0.2 -0.2
H 1.7084 -0.8750 -4.2078 -0.5 0.1 0.4
H 1.7991 0.6501 -3.1678 -0.4 -0.4 0.1
H 0.3342 2.1477 -5.8997 -0.6 -0.3 -0.3
H 0.1081 1.7582 -4.2145 -0.1 -0.1 0.1
H -0.1192 -0.5280 -6.2174 0.2 0.2 0.0
H -1.4671 0.5790 -5.9678 -0.1 -0.2 0.3
H -1.3578 -2.1759 -5.4500 -0.2 -0.1 -0.2
H -2.7469 -1.1807 -4.9656 -0.1 0.0 0.1
H -0.9832 -2.8148 -3.0825 0.2 -0.1 -0.3
H -2.3180 -3.5804 -3.8938 -0.4 0.2 -0.3
H -2.4669 -3.9424 -1.4156 -0.4 0.0 -0.7
H -4.1430 -3.6461 -1.9898 0.0 -0.1 -0.1
H -3.4440 -2.7173 -0.6378 0.0 -0.2 -0.2
C -3.8740 -7.9062 2.5357 -0.2 -1.1 0.4
O -3.2132 -6.8290 3.1597 -0.8 0.0 -0.3
C -3.7336 -5.5953 2.6961 0.1 0.2 0.5
C -3.0541 -5.0319 1.4702 -0.1 -1.4 -0.9
O -1.7508 -4.5726 1.8006 -0.3 -2.4 -2.3
C -1.2573 -3.6722 0.8504 0.7 -0.7 -3.5
C 0.2720 -3.6718 0.7694 -0.9 -1.6 -0.4
O 0.8376 -3.5992 2.0647 2.1 -10.5 -10.3
C 2.1319 -4.1289 2.1497 1.1 -0.7 -1.5
H -4.9631 -7.9497 2.6801 -0.1 0.9 -0.2
H -3.6293 -8.8425 3.0482 0.8 0.2 -0.2
H -3.6276 -7.9741 1.4744 -0.1 -0.1 0.0
H -3.6365 -4.8843 3.5217 0.3 -0.4 -0.1
H -4.8132 -5.6266 2.5101 -0.1 -0.4 -0.1
H -3.6451 -4.1688 1.1340 -0.7 -2.4 -0.7
H -3.0886 -5.6904 0.5964 0.5 -0.6 0.2
H -1.5726 -2.6341 1.0188 -0.3 -1.5 -1.3
H -1.6311 -3.8816 -0.1600 0.6 -0.9 0.5
H 0.5699 -2.7508 0.2499 -1.1 -5.0 2.4
H 0.7082 -4.5029 0.2116 -0.3 -0.3 -0.1
H 2.5258 -3.9761 3.1498 -0.1 0.2 0.2
H 2.7772 -3.6590 1.3937 0.0 0.2 0.4
H 2.1907 -5.1914 1.8813 -0.4 0.0 0.4
C 0.3442 -2.1173 2.9728 0.5 7.6 6.4
O -0.9017 -2.1360 2.3342 1.3 1.6 3.8
C -1.8867 -2.7476 3.1634 -0.1 1.2 1.6
C -3.2203 -2.7095 2.4532 0.1 1.7 0.1
O -3.5581 -1.3752 2.1358 0.0 0.9 0.2
C -4.9111 -1.1423 1.8514 -0.8 -0.4 1.0
C -5.3630 -1.7151 0.5090 -0.1 0.4 0.3
O -6.6897 -1.4055 0.1575 -0.1 0.0 -0.1
C -7.6864 -1.6810 1.1318 0.0 0.6 -0.4
H 0.8129 -3.0978 3.0965 -1.6 3.5 6.0
H 0.3617 -1.5403 3.9076 -1.2 0.9 0.4
H 1.0700 -1.5176 2.4105 -0.3 -0.1 -0.4
H -1.9315 -2.1819 4.0978 -0.2 0.3 0.1
H -1.6107 -3.7885 3.3564 -0.1 1.0 0.9
H -3.9655 -3.1824 3.1025 -0.2 0.4 -0.1
H -3.1607 -3.2581 1.5088 0.0 2.9 1.9
H -5.1501 -0.0923 2.0285 0.4 0.2 -0.7
H -5.5367 -1.6084 2.6311 0.2 -0.3 0.0
H -5.2600 -2.8071 0.5642 0.1 -0.1 -0.1
H -4.7343 -1.3231 -0.2919 -0.1 0.0 0.0
H -7.8098 -0.8025 1.7708 0.0 -0.2 0.3
H -7.4811 -2.5659 1.7362 0.0 -0.1 -0.1
H -8.6167 -1.7941 0.5784 0.0 -0.2 0.1
C 4.4817 8.3412 -1.9743 -0.1 0.2 0.1
O 4.6956 8.2610 -0.5759 -0.5 0.0 -0.6
C 4.1046 7.0703 -0.0469 0.7 0.7 1.4
C 2.6258 7.2014 0.2898 0.1 -0.3 -0.9
O 2.4100 7.7312 1.5794 0.4 0.3 0.3
C 1.0706 8.0540 1.8272 -1.1 0.8 0.0
C 0.1395 6.8428 1.8190 1.0 -0.3 0.3
O -0.3246 6.5782 0.5270 0.0 0.0 -0.6
C -0.7386 5.2387 0.3322 -0.2 0.6 -0.4
H 4.8798 9.2715 -2.3808 0.4 0.0 0.3
H 3.4168 8.3820 -2.2290 0.0 -0.4 0.0
H 4.9766 7.4853 -2.4415 -0.2 0.0 -0.3
H 4.6649 6.9797 0.8885 -0.2 -0.5 0.1
H 4.3258 6.1933 -0.6577 -0.2 0.1 -0.2
H 2.1466 6.2225 0.2023 0.0 0.0 -0.1
H 2.1850 7.8453 -0.4817 -0.3 0.0 0.1
H 0.7048 8.8517 1.1627 0.0 -0.5 -0.7
H 0.9550 8.6118 2.7609 0.7 -0.6 0.5
H -0.6787 6.9189 2.5487 0.0 0.1 -0.1
H 0.7916 6.0046 2.1163 -0.2 0.0 0.3
H 0.0379 4.4847 0.4911 0.2 0.2 0.5
H -0.9745 5.1505 -0.7271 -0.3 0.1 0.0
H -1.6230 5.0763 0.9525 0.0 -0.5 0.0
```
Forces are in eV/Å.

Properties
DFT total energy = -5004.5034 hartree
gap between HOMO and LUMO = 7.5 eV
energy above the lowest of the compared OMol25 structures with the same formula, charge and spin = 264.66 kcal per mole